Molecular formula: C6H11N2OS
Method: DFT, ωB97M-V/def2-TZVPD

```
21
Properties=species:S:1:pos:R:3:forces:R:3
C -2.032 0.032 1.132 0.39 -0.58 0.21
C -2.544 0.642 -1.093 -1.51 1.71 -2.62
C -1.122 -0.492 0.248 -0.85 0.26 0.52
C 1.878 1.542 -0.102 1.40 2.56 -1.05
C 1.255 -0.282 1.202 -0.52 -5.63 -0.41
C 0.059 -1.336 0.303 3.83 4.09 -0.72
N -1.417 -0.018 -0.975 -1.68 0.65 -1.92
N 0.660 -1.358 -1.064 -1.05 -3.00 0.01
O 2.148 0.266 0.339 0.26 -1.90 0.47
S -3.251 0.910 0.375 -0.54 0.26 -0.13
H -2.110 -0.030 2.186 0.28 -0.45 0.74
H -2.977 1.011 -2.124 1.13 -0.79 2.39
H 2.900 2.000 -0.256 -1.12 0.04 0.82
H 1.242 2.032 0.631 0.26 0.57 0.01
H 1.470 1.753 -1.118 -0.43 -1.27 0.43
H 1.602 -1.103 1.949 0.69 1.49 -1.67
H 0.749 0.342 1.835 -1.54 2.28 1.03
H 0.009 -2.261 0.767 -0.40 -1.55 1.04
H 0.755 -2.353 -1.389 -0.75 1.11 0.30
H 1.622 -1.138 -1.018 1.24 0.97 0.37
H -0.896 -0.158 -1.826 0.91 -0.81 0.18
```
Forces are in eV/Å.

- lowest unoccupied orbital energy (eV) = -3.897
- HOMO energy (eV) = -12.849
- F_max (eV/Å) = 5.67
- total charge = +1
- energy relative to the best compared isomer or geometry (same formula, charge and spin) (kcal per mole) = 49.89
- 2S+1 = 1

Here are the natural (NBO) charges for atoms 1 to 4, given in e: atom 1 (C): -0.4654, atom 2 (C): -0.1606, atom 3 (C): 0.1820, atom 4 (C): -0.2679

Molecular formula: C21H52FN2O12P4
Method: DFT, ωB97M-V/def2-TZVPD

```
92
Properties=species:S:1:pos:R:3:forces:R:3
C 0.076 0.401 -1.643 -0.49 0.63 -1.05
C -0.680 0.101 -3.056 2.18 0.02 0.49
O -2.007 -0.454 -2.871 -0.40 1.26 -0.51
C -2.888 -0.133 -3.963 0.71 -0.34 -1.33
C -4.446 -0.343 -3.660 1.95 -0.37 -3.49
N -5.049 0.526 -2.594 -0.28 -0.49 0.04
C -6.515 0.744 -2.997 -2.41 1.19 -0.18
C -7.536 0.740 -1.761 -3.65 -3.80 2.14
O -8.339 -0.230 -1.654 3.68 4.48 -0.90
F -7.689 1.759 -0.789 0.99 -1.60 -2.88
P -5.187 -0.234 -0.940 -0.11 -1.09 3.78
C -3.508 -0.375 -0.090 1.00 -0.17 0.56
C -5.786 -2.060 -1.096 0.45 -0.16 -1.14
C -4.599 -3.127 -1.222 -0.63 -1.26 0.19
P -4.369 2.201 -2.533 1.93 6.99 -2.67
N -4.357 2.842 -4.019 -0.37 -1.23 2.38
O -5.322 3.251 -1.580 1.30 -2.66 -0.51
O -2.798 2.270 -1.926 -2.66 -1.23 -0.13
H 1.195 0.612 -1.857 -1.84 -0.67 0.35
H -0.057 -0.467 -0.914 0.27 1.35 -0.93
H -0.342 1.403 -1.252 0.52 -1.82 -0.19
H -0.648 1.087 -3.636 -0.56 -1.32 0.62
H -0.031 -0.646 -3.645 -1.09 0.96 0.75
H -2.652 0.909 -4.415 -0.67 -1.48 1.01
H -2.630 -0.875 -4.820 -0.79 1.12 1.15
H -4.618 -1.467 -3.552 -0.18 1.75 0.74
H -4.960 -0.054 -4.660 1.00 -0.36 1.66
H -6.665 1.744 -3.550 0.71 -1.50 0.69
H -6.894 -0.093 -3.699 0.90 1.26 1.49
H -3.736 -0.752 0.986 -0.11 0.60 -1.78
H -2.793 -1.143 -0.535 -0.92 1.28 0.38
H -2.977 0.641 0.076 -0.99 -1.66 -0.60
H -6.481 -2.256 -0.192 1.29 0.57 -1.35
H -6.472 -2.091 -2.024 0.99 -0.07 1.46
H -5.094 -4.176 -1.188 0.82 1.70 -0.08
H -4.024 -3.096 -2.216 -0.82 0.24 1.55
H -3.859 -3.117 -0.344 -1.16 0.22 -1.38
H -4.961 3.684 -4.029 0.36 -0.85 -0.27
H -5.206 4.153 -1.957 0.02 -0.76 0.15
H -2.347 3.114 -2.181 -0.89 -0.73 -0.14
O 4.175 -0.507 -0.502 -2.00 2.32 -3.44
P 5.250 -0.351 -1.588 6.39 -4.47 5.20
O 5.560 -1.975 -1.725 -0.86 -0.03 -0.68
C 4.644 -2.742 -2.496 -0.03 -0.29 -0.16
C 4.697 -2.377 -3.970 0.03 -0.04 -0.05
O 6.437 0.069 -0.504 -0.51 0.96 -0.82
C 6.138 0.547 0.806 0.08 -0.04 0.43
C 6.098 -0.600 1.800 0.08 -0.14 0.03
O 6.394 -0.136 -2.846 -3.27 1.19 -0.47
C 7.791 0.071 -2.640 0.95 0.74 0.22
C 8.524 -1.147 -2.108 -0.33 -0.39 0.15
H 3.630 -2.611 -2.103 0.00 -0.04 0.04
H 4.916 -3.793 -2.371 0.07 0.12 0.13
H 4.355 -1.351 -4.133 -0.02 0.03 -0.05
H 4.059 -3.044 -4.556 0.01 0.03 0.06
H 5.719 -2.443 -4.350 -0.11 -0.01 0.05
H 5.218 1.134 0.812 -0.03 -0.22 -0.04
H 6.941 1.236 1.087 0.04 -0.10 -0.21
H 5.439 -1.406 1.474 -0.12 0.16 -0.06
H 5.766 -0.249 2.780 0.06 0.00 -0.05
H 7.094 -1.039 1.910 -0.04 0.10 0.03
H 7.958 0.955 -2.020 -0.05 -0.22 0.04
H 8.210 0.315 -3.621 -0.38 -0.03 -0.12
H 8.140 -1.486 -1.146 0.00 0.16 -0.06
H 9.586 -0.922 -1.979 -0.08 0.12 -0.15
H 8.424 -1.987 -2.800 0.08 0.10 -0.03
O 0.030 -1.049 6.116 -0.43 -3.05 -3.33
P -0.280 -0.336 4.793 0.30 7.98 4.39
O 1.066 0.632 4.790 0.16 -0.85 -0.51
C 2.290 0.034 4.372 0.39 -0.05 -0.16
C 2.270 -0.329 2.897 0.04 0.05 -0.02
O -1.380 0.699 5.484 -0.43 -0.87 -0.91
C -1.978 0.440 6.753 -0.09 0.13 0.48
C -1.171 1.085 7.867 0.08 0.14 0.03
O -0.680 0.347 3.271 0.32 -3.22 0.05
C -1.488 1.507 3.094 -0.90 0.35 0.04
C -0.833 2.794 3.559 0.40 -0.03 0.22
H 2.496 -0.849 4.985 0.01 0.05 0.03
H 3.084 0.760 4.558 -0.18 0.04 0.10
H 1.534 -1.112 2.695 0.01 -0.06 -0.03
H 3.249 -0.694 2.577 -0.08 0.00 0.02
H 1.999 0.536 2.287 0.06 -0.07 0.05
H -2.123 -0.630 6.911 0.22 0.08 -0.01
H -2.978 0.884 6.734 0.11 0.06 -0.21
H -0.116 0.812 7.823 -0.10 -0.20 -0.03
H -1.567 0.798 8.844 0.02 0.03 -0.08
H -1.214 2.174 7.782 -0.08 -0.07 0.02
H -2.471 1.359 3.549 0.19 0.08 0.11
H -1.669 1.591 2.018 0.22 -0.29 -0.08
H -0.578 2.781 4.619 -0.14 -0.11 -0.09
H -1.504 3.642 3.391 -0.04 -0.12 -0.12
H 0.098 2.969 3.015 -0.10 0.00 -0.06
```
Forces are in eV/Å.

- lowest unoccupied orbital energy (eV) = -3.743
- HOMO energy (eV) = -11.322
- F_max (eV/Å) = 9.38
- total charge = +1
- energy relative to the best compared isomer or geometry (same formula, charge and spin) (kcal per mole) = 164.26
- 2S+1 = 1

Here are the Löwdin charges for atoms 1 to 4, given in e: atom 1 (C): -0.0685, atom 2 (C): -0.2458, atom 3 (O): -0.2206, atom 4 (C): -0.2052

Molecular formula: C28H19N6O2S3ScTe
Method: DFT, ωB97M-V/def2-TZVPD

```
60
Properties=species:S:1:pos:R:3:forces:R:3
Sc -0.903 0.842 0.264 -0.05 -0.04 0.17
O 3.717 -5.629 -0.493 0.03 0.00 0.21
N 2.557 -5.366 -0.223 -0.09 -0.04 -0.54
O 1.696 -6.218 -0.113 0.05 0.00 0.17
C 2.172 -3.947 -0.116 0.00 0.09 0.13
C 3.156 -3.064 -0.398 0.03 -0.05 0.00
C 2.930 -1.662 -0.337 0.00 0.02 -0.01
C 3.939 -0.712 -0.584 0.00 -0.02 0.00
C 3.636 0.616 -0.482 -0.01 0.00 0.01
C 2.322 0.992 -0.148 0.03 0.04 -0.03
N 1.365 0.116 0.074 0.01 -0.06 -0.06
C 1.654 -1.197 -0.012 -0.01 -0.02 0.04
C 0.596 -2.140 0.264 0.01 0.02 -0.01
N -0.600 -1.596 0.555 -0.09 -0.04 0.07
C -1.592 -2.387 0.897 0.02 0.01 0.03
C -1.446 -3.778 0.951 0.00 -0.01 -0.03
C -0.250 -4.352 0.620 -0.02 -0.04 -0.03
C 0.836 -3.526 0.254 0.01 -0.02 0.00
H 4.133 -3.436 -0.669 0.00 0.00 0.00
H 4.935 -1.048 -0.848 0.00 0.00 0.00
H 4.373 1.386 -0.659 0.00 0.00 0.00
H 2.036 2.035 -0.081 -0.03 -0.01 0.00
H -2.525 -1.896 1.150 0.00 0.00 -0.02
H -2.291 -4.391 1.231 -0.01 0.00 0.00
H -0.142 -5.421 0.632 0.00 0.01 0.01
S -0.621 0.671 2.919 -0.02 0.05 -0.01
C -2.342 0.731 2.965 -0.02 -0.11 0.01
S -3.236 0.773 1.476 0.00 -0.04 -0.01
C -3.021 0.733 4.187 -0.01 -0.05 0.06
C -4.441 0.758 4.270 -0.01 0.14 -0.09
N -5.591 0.801 4.371 0.01 -0.08 0.05
C -2.336 0.676 5.433 0.03 -0.07 -0.01
N -1.824 0.609 6.466 -0.02 0.04 0.00
Te -1.381 -0.205 -2.504 -0.02 -0.01 -0.07
C -2.302 -2.088 -2.273 -0.04 -0.01 -0.03
C -3.468 -2.405 -1.627 0.02 0.00 0.00
C -3.813 -3.785 -1.703 0.00 -0.01 0.01
C -2.906 -4.517 -2.409 -0.02 -0.01 0.02
S -1.636 -3.512 -2.979 0.05 -0.01 0.07
H -4.056 -1.658 -1.110 -0.02 0.00 0.00
H -4.698 -4.211 -1.248 0.00 0.01 0.00
H -2.926 -5.575 -2.617 0.01 0.01 0.00
C 0.771 4.164 1.804 0.02 0.03 -0.02
C 0.957 4.478 0.347 0.01 0.02 0.03
C 1.689 5.591 -0.040 0.04 -0.02 0.00
C 1.862 5.937 -1.377 0.00 0.00 0.00
C 1.271 5.124 -2.341 -0.02 0.01 0.01
C 0.534 4.002 -2.002 0.00 -0.01 -0.01
C -0.094 3.149 -3.063 0.01 0.01 0.00
C 0.345 3.627 -0.632 -0.04 0.03 0.04
N -0.335 2.526 -0.283 0.19 0.30 -0.17
H 1.546 4.638 2.412 -0.01 0.03 -0.01
H 0.776 3.089 1.984 0.01 -0.01 0.02
H -0.202 4.515 2.164 -0.03 -0.07 -0.01
H 2.137 6.208 0.736 0.00 0.00 -0.01
H 2.437 6.811 -1.659 0.00 0.00 0.00
H 1.382 5.373 -3.394 0.00 0.00 0.00
H -0.031 3.629 -4.044 0.01 -0.01 0.00
H -1.142 2.950 -2.827 -0.01 0.00 -0.01
H 0.392 2.170 -3.131 -0.01 -0.01 0.02
```
Forces are in eV/Å.

- lowest unoccupied orbital energy (eV) = 2.563
- HOMO energy (eV) = -1.365
- F_max (eV/Å) = 0.55
- total charge = -2
- 2S+1 = 1

Here are the natural (NBO) charges for atoms 1 to 4, given in e: atom 1 (Sc): 1.2701, atom 2 (O): -0.4053, atom 3 (N): 0.5354, atom 4 (O): -0.3866